# C16H37BBrN2O6

A 3-piece molecular cluster, C16H37BBrN2O6 overall in a non-equilibrium geometry (the ωB97M-V functional and the def2-TZVPD basis, OMol25).

Geometry as XYZ:
```
63
Properties=species:S:1:pos:R:3:nbo_charge:R:1
C -6.71826 0.82632 -0.62824 -0.415
C -6.94115 -0.25113 0.11725 -0.194
C -5.96144 -0.78078 1.13357 0.034
C -5.46004 -2.16486 0.61047 -0.060
O -4.25669 -1.90346 -0.06450 -0.741
B -3.83326 -0.53275 0.25569 0.618
Br -1.95427 -0.53032 1.15480 -0.406
O -4.79066 -0.03016 1.24590 -0.730
H -7.09995 0.88949 -1.64120 0.186
H -6.08269 1.60967 -0.23716 0.213
H -7.85086 -0.84040 0.00899 0.177
H -6.39108 -0.96943 2.12693 0.164
H -6.18161 -2.57333 -0.10613 0.153
H -5.29416 -2.85886 1.44496 0.149
H -3.84946 0.14365 -0.76047 -0.134
C 2.72150 5.32978 3.76198 -0.245
O 3.33151 4.82145 2.59566 -0.557
C 3.84206 3.49975 2.73560 -0.067
C 3.08285 2.52832 1.86064 -0.240
N 1.72860 2.33302 2.35085 -0.630
C 0.86221 1.55889 1.45563 -0.259
C 0.51965 2.18189 0.11112 -0.091
O -0.27742 3.35107 0.19997 -0.538
C 0.42656 4.56127 0.34230 -0.239
H 2.44698 6.36411 3.56014 0.188
H 1.81714 4.77200 4.02724 0.170
H 3.41176 5.30951 4.61262 0.162
H 3.81023 3.17910 3.78122 0.173
H 4.89011 3.52079 2.41977 0.174
H 3.60351 1.56528 1.86627 0.189
H 3.10656 2.91934 0.83218 0.166
H 1.30482 3.23937 2.50158 0.349
H -0.07515 1.37632 1.98135 0.241
H 1.31816 0.57871 1.28457 0.187
H -0.07890 1.44896 -0.43413 0.222
H 1.41206 2.38179 -0.49932 0.144
H 1.39851 4.52965 -0.16155 0.162
H 0.58183 4.83047 1.39324 0.152
H -0.17548 5.34914 -0.11388 0.180
C 4.17061 -1.84664 -2.68476 -0.243
O 3.59677 -2.24982 -1.46296 -0.560
C 2.61598 -1.34213 -0.95667 -0.070
C 1.24277 -1.96751 -0.94167 -0.257
N 0.73630 -2.15766 -2.29488 -0.622
C -0.50802 -2.92193 -2.35752 -0.258
C -0.46406 -4.37965 -1.92736 -0.084
O 0.31475 -5.21754 -2.77488 -0.554
C 1.68547 -5.29506 -2.45101 -0.242
H 4.95350 -2.56383 -2.93003 0.183
H 3.43670 -1.83603 -3.49876 0.164
H 4.62102 -0.85083 -2.60480 0.163
H 2.61057 -0.41442 -1.53745 0.174
H 2.90288 -1.09617 0.07026 0.180
H 0.55312 -1.31500 -0.40298 0.231
H 1.31169 -2.91566 -0.38879 0.163
H 1.44438 -2.62957 -2.84342 0.340
H -0.85272 -2.89270 -3.39462 0.192
H -1.26385 -2.40666 -1.75724 0.232
H -1.48457 -4.76438 -1.98304 0.194
H -0.14400 -4.49518 -0.88562 0.164
H 1.85454 -5.18651 -1.37579 0.171
H 2.27786 -4.54089 -2.97920 0.157
H 2.04429 -6.27784 -2.76273 0.176
```

As for the net charge: -1. For the HOMO energy, the calculation gives -4.802 eV. The value obtained for the gap between HOMO and LUMO is 7.38 eV. Its total energy is -3791.66486 a.u. For the max |F|, the calculation gives 1.41 eV Å⁻¹.